1.
The following is a DFT calculation (wB97M-V/def2-TZVPD) of a structure of composition C27H36N4O5OsPSb at a distorted geometry.

Strongest force on any atom in Eh/bohr: 0.04813
Net charge: +2
HOMO energy (alpha / beta) in hartree: -0.51058 / -0.50787

Geometry (Å):
Os1 -0.104663 0.481049 -0.120745
O1 1.587171 -0.902928 -3.557651
C1 0.884514 -0.416791 -2.715642
N1 1.287388 0.018304 -1.439708
C2 2.562786 -0.018035 -0.945607
C3 3.703505 -0.517521 -1.606715
C4 4.896225 -0.559882 -0.941506
C5 5.021444 -0.046305 0.371997
C6 3.949913 0.495007 1.030045
C7 2.687020 0.493765 0.407898
N2 1.498527 0.890530 0.967353
C8 1.337444 1.406675 2.259931
O2 2.204556 1.588663 3.071422
C9 -0.114730 1.685941 2.551036
C10 -0.504535 2.088793 3.812330
C11 -1.849558 2.309555 4.064099
C12 -2.757317 2.128932 3.032422
C13 -2.293734 1.726860 1.792470
N3 -1.000384 1.486766 1.548122
C14 -0.593504 -0.210612 -2.913119
C15 -1.182754 -0.553736 -4.112424
C16 -2.548465 -0.376304 -4.267175
C17 -3.277687 0.126275 -3.200838
C18 -2.619808 0.447577 -2.027647
N4 -1.300721 0.289785 -1.874679
H1 3.620102 -0.861356 -2.624427
H2 5.761828 -0.980096 -1.435299
H3 5.985561 -0.063977 0.862073
H4 4.060346 0.911073 2.017940
H5 0.258628 2.225533 4.566778
H6 -2.186531 2.623547 5.042687
H7 -3.812767 2.315529 3.173209
H8 -2.970284 1.607562 0.957558
H9 -0.554736 -0.951667 -4.898034
H10 -3.037455 -0.626798 -5.198737
H11 -4.344271 0.285745 -3.274235
H12 -3.159416 0.855002 -1.184079
C19 -3.636533 -2.589153 1.017122
C20 -2.635597 -1.979812 1.972577
O3 -1.286189 -2.433852 1.688421
P1 -0.363505 -1.810579 0.572011
O4 -0.524270 -2.592743 -0.779366
C21 -0.203064 -4.014108 -0.958407
C22 -1.365696 -4.697298 -1.631318
O5 1.054051 -2.311121 1.070841
C23 1.572415 -1.968886 2.383768
C24 1.586228 -3.180814 3.284770
H13 -4.647093 -2.306678 1.311274
H14 -3.562587 -3.675971 1.052791
H15 -3.455070 -2.262087 -0.008973
H16 -2.824836 -2.297226 2.994624
H17 -2.666122 -0.888255 1.938950
H18 0.026622 -4.454480 0.010630
H19 0.690468 -4.043326 -1.578791
H20 -2.263243 -4.630573 -1.016817
H21 -1.127983 -5.749511 -1.786007
H22 -1.567836 -4.244046 -2.601797
H23 0.971265 -1.169737 2.827979
H24 2.581907 -1.596366 2.222448
H25 0.579324 -3.563994 3.444005
H26 2.014840 -2.897461 4.246284
H27 2.196613 -3.969067 2.845745
C25 -0.560765 4.806392 0.029941
Sb1 0.408608 3.262231 -1.074813
C26 2.450394 3.861149 -0.991972
C27 -0.120568 3.682700 -3.095581
H28 -0.295141 5.774987 -0.388455
H29 -0.235487 4.751262 1.067689
H30 -1.638405 4.664289 -0.021951
H31 2.537252 4.888799 -1.338539
H32 3.041406 3.203646 -1.627321
H33 2.802509 3.784734 0.035430
H34 0.112556 4.719792 -3.327542
H35 -1.185572 3.503291 -3.231125
H36 0.445470 3.021412 -3.749629

Cartesian forces (eV/Å) of the 6 atoms listed first:
-0.1 2.5 -0.3
0.0 0.0 0.0
-0.1 0.1 -0.1
0.4 -0.7 0.3
-0.2 0.0 0.2
0.1 0.1 -0.2

2.
The following is a DFT calculation (wB97M-V/def2-TZVPD) of a structure of composition C27H36N6O9Sr at a distorted geometry.

Strongest force on any atom in Eh/bohr: 0.04292
Net charge: -2
HOMO energy in hartree: -0.08652

Geometry (Å):
Sr1 -0.346100 0.216500 -0.448300
O1 -2.482800 -3.405500 -0.522900
C1 -1.569200 -2.583100 -0.382100
O2 -1.343700 -1.590300 -1.107900
C2 -0.603600 -2.787200 0.812900
N1 -0.504600 -1.603600 1.658400
C3 -1.695700 -1.474100 2.475200
C4 -2.892100 -0.959100 1.683200
N2 -2.593000 0.265900 0.962200
C5 -2.605700 1.401700 1.859700
C6 -1.926200 2.635500 1.274800
N3 -0.536400 2.401600 0.906500
C7 0.320800 2.539300 2.068600
C8 1.707900 1.904800 1.958900
N4 1.771800 0.453900 1.856200
C9 1.108400 -0.255300 2.935500
C10 0.680200 -1.656300 2.502000
C11 3.164700 0.027000 1.756000
C12 2.714500 -1.560300 -0.183500
O3 2.653500 -2.654600 0.414400
O4 2.546800 -1.449800 -1.582100
C13 -0.126300 3.344100 -0.126500
C14 1.151400 2.870300 -0.865400
O5 2.099100 3.660700 -0.951300
O6 1.092900 1.711200 -1.325000
C15 -3.534700 0.445200 -0.130900
C16 -3.045500 1.486300 -1.174200
O7 -3.850000 2.361200 -1.519400
O8 -1.871100 1.345400 -1.568100
H1 0.376100 -2.993100 0.383700
H2 -0.933600 -3.664000 1.395000
H3 -1.488200 -0.795000 3.309000
H4 -1.976300 -2.450100 2.921300
H5 -3.748000 -0.825100 2.375700
H6 -3.167500 -1.723500 0.961200
H7 -2.100400 1.116300 2.785900
H8 -3.644000 1.684000 2.129900
H9 -2.013100 3.463600 2.006400
H10 -2.475000 2.929600 0.383900
H11 -0.197700 2.128100 2.938500
H12 0.487700 3.615100 2.283500
H13 2.274900 2.257500 2.849900
H14 2.207500 2.306300 1.078800
H15 0.223300 0.300600 3.237900
H16 1.759400 -0.327500 3.829100
H17 0.504900 -2.283600 3.397900
H18 1.479700 -2.111700 1.915000
H19 3.329100 -0.807100 2.440900
H20 3.828400 0.845800 2.080000
H21 0.023700 4.353500 0.293400
H22 -0.896400 3.379500 -0.896300
H23 -4.537800 0.728900 0.236700
H24 -3.606600 -0.492300 -0.682300
C17 6.868700 0.606100 0.903500
N5 5.999600 -0.034400 -0.082000
N6 5.073600 -0.927400 0.541300
C18 3.686100 -0.456700 0.373100
O9 1.541500 -0.942600 -0.709100
C19 3.886700 0.665800 -0.598600
C20 5.179700 0.881200 -0.801300
C21 5.836900 1.911800 -1.651500
C22 5.575100 -2.131200 0.947400
C23 6.850700 -2.541300 0.515100
C24 7.431100 -3.701600 0.986500
C25 6.764900 -4.509100 1.892400
C26 5.498600 -4.127200 2.313300
C27 4.917800 -2.960500 1.870600
H25 7.321700 -0.167900 1.523000
H26 6.333200 1.318000 1.546900
H27 7.658300 1.133200 0.368500
H28 3.064400 1.171200 -1.068600
H29 5.069000 2.484100 -2.158800
H30 6.492500 1.443400 -2.385500
H31 6.435600 2.599700 -1.052400
H32 7.370200 -1.942900 -0.218900
H33 8.415700 -3.987000 0.630700
H34 7.208600 -5.427100 2.255100
H35 4.953500 -4.752100 3.009700
H36 3.921700 -2.719200 2.192900

Cartesian forces (eV/Å) of the 6 atoms listed first:
0.7 0.3 1.9
-0.3 -0.4 0.0
-0.2 -0.9 0.4
-1.0 -1.6 -1.1
-0.2 -0.3 -0.5
0.0 -0.2 0.3

3.
The following is a DFT calculation (wB97M-V/def2-TZVPD) of a structure of composition C27H37BCl2N6PdS4.

Strongest force on any atom in Eh/bohr: 0.01130
HOMO energy in hartree: -0.26183

Geometry (Å):
Pd1 -0.381424 -0.869453 -0.048752
C1 5.786369 -0.000709 -1.747682
C2 5.247841 1.339724 -2.247481
C3 6.377938 2.367074 -2.201823
C4 4.747669 1.250348 -3.689265
N1 4.143254 1.791520 -1.354383
C5 4.194637 2.937652 -0.569863
C6 3.042284 3.015123 0.112290
N2 2.261176 1.927858 -0.236642
B1 0.881839 1.621055 0.330824
N3 -0.133801 2.675758 -0.080318
C7 0.101831 3.757023 -0.910757
C8 -1.076399 4.347960 -1.151958
N4 -2.065261 3.628702 -0.485025
C9 -1.476332 2.580613 0.172033
S1 -2.145419 1.339679 1.093669
C10 -3.485435 4.071404 -0.594020
C11 -4.476711 3.171922 0.134080
C12 -3.858293 4.086299 -2.080278
C13 -3.576677 5.479140 0.001339
N5 0.935349 1.463852 1.887207
C14 1.031912 2.520999 2.762237
C15 0.994405 2.033197 4.011306
N6 0.844107 0.655816 3.915850
C16 0.808228 0.329404 2.597652
S2 0.685180 -1.266198 1.931993
C17 0.732651 -0.148558 5.174721
C18 2.047517 0.016041 5.939210
C19 0.481115 -1.632919 4.945604
C20 -0.444567 0.416728 5.974097
C21 2.944964 1.155178 -1.145036
S3 2.404355 -0.296927 -1.813196
H1 6.608089 -0.321588 -2.390013
H2 5.008885 -0.760424 -1.760861
H3 6.165205 0.101910 -0.728781
H4 7.164819 2.029224 -2.874815
H5 6.812455 2.455930 -1.204935
H6 6.047299 3.349848 -2.541996
H7 5.576549 0.959703 -4.336207
H8 4.377344 2.223294 -4.019359
H9 3.949763 0.519154 -3.784140
H10 5.035807 3.601904 -0.562218
H11 2.714914 3.759843 0.815519
H12 0.618545 0.516423 -0.082297
H13 1.084007 4.007252 -1.270626
H14 -1.296088 5.221001 -1.736146
H15 -4.455616 2.153015 -0.242849
H16 -5.470275 3.591115 -0.035735
H17 -4.287973 3.137446 1.203942
H18 -3.740485 3.089093 -2.506429
H19 -3.248912 4.782239 -2.656379
H20 -4.900657 4.386516 -2.188587
H21 -3.281106 5.462125 1.051176
H22 -4.604765 5.836664 -0.061970
H23 -2.939635 6.189521 -0.526247
H24 1.081767 3.539323 2.420375
H25 1.042347 2.541625 4.954871
H26 2.881113 -0.358080 5.343674
H27 2.001339 -0.556369 6.865851
H28 2.244474 1.057078 6.195697
H29 1.302963 -2.114417 4.420477
H30 -0.440431 -1.813629 4.398235
H31 0.394892 -2.094691 5.930416
H32 -0.285978 1.451445 6.276165
H33 -0.579735 -0.176069 6.878706
H34 -1.359914 0.363764 5.383845
Cl1 -1.553453 -0.739938 -2.123753
C22 -1.831524 -2.435512 -2.487411
C23 -2.265260 -2.737328 -3.763657
C24 -2.529176 -4.056906 -4.086419
C25 -2.359595 -5.039531 -3.123914
C26 -1.924488 -4.703070 -1.855343
Cl2 -1.738780 -5.968314 -0.686639
C27 -1.633207 -3.381144 -1.483686
S4 -1.104609 -3.011661 0.141743
H35 -2.387243 -1.945245 -4.489772
H36 -2.861418 -4.318583 -5.081192
H37 -2.559229 -6.077952 -3.349191

Cartesian forces (eV/Å) of the 6 atoms listed first:
0.0 -0.3 0.5
0.0 0.0 0.0
0.1 0.0 0.0
0.0 0.0 0.0
0.0 0.0 0.0
0.0 0.1 0.0

Here are the calculated relative energy (zero: lowest compared OMol25 entry of this formula, charge and spin) numbers, same order: 0.710 5.820 0.205 (eV).